# 1
DFT (ωB97M-V/def2-TZVPD) results for an isolated molecule of CH8N3P in a non-equilibrium geometry.

XYZ file:
```
13
Properties=species:S:1:pos:R:3:forces:R:3:mulliken_charge:R:1
C 0.2212 -1.2276 1.8555 0.04 0.26 -4.99 -0.80
P -0.0526 -0.0077 0.0123 2.21 -0.19 0.59 0.65
N -0.6947 1.6084 -0.3563 -0.33 -1.29 1.63 -0.76
N 1.5874 0.4282 -0.2905 -3.47 -1.52 -0.52 -0.59
N -0.5459 -0.8378 -1.3596 0.43 3.93 -0.10 -0.47
H -0.5308 -2.0190 1.5905 0.04 1.07 1.29 0.20
H 0.1344 -0.3869 2.5012 -0.96 0.23 1.13 0.28
H -0.9797 2.0103 0.5559 0.50 0.06 -0.57 0.27
H -1.5907 1.3739 -0.7424 -0.75 0.19 -0.60 0.28
H 1.8117 1.3782 -0.3445 0.76 1.17 0.27 0.25
H 2.0090 -0.2727 0.2436 2.16 -0.37 1.09 0.28
H -0.5685 -0.2987 -2.2363 0.17 -0.61 0.68 0.23
H -0.8007 -1.7487 -1.4294 -0.79 -2.95 0.09 0.18
```
Positions in Å, forces in eV/Å.

Summary:
E_HOMO = -7.45 eV
M = 93.070 g/mol
structure (SMILES) = C=P(N)(N)N
Kohn-Sham gap = 8.17 eV
E_LUMO = 0.026 Eh
electronic energy = -14923.252 eV
relative energy (zero: lowest compared OMol25 entry of this formula, charge and spin) = 2.516 eV


# 2
DFT (ωB97M-V/def2-TZVPD) results for a cluster of 2 separate species, CH8N3S in total in a non-equilibrium geometry.

XYZ file:
```
13
Properties=species:S:1:pos:R:3:forces:R:3:mulliken_charge:R:1
N -0.7611 -1.0597 0.3416 0.42 0.92 0.15 -0.40
C 0.3647 -0.7479 -0.3129 0.69 -0.44 -0.65 0.62
N 1.5378 -1.2724 0.0753 -0.44 -0.36 -0.10 -0.40
N 0.3929 0.0008 -1.4396 -0.06 0.37 1.01 -0.44
H -1.4791 -0.3530 0.2419 -0.21 -0.18 -0.03 0.24
H -0.5930 -1.2487 1.3241 -0.24 -0.41 -0.08 0.29
H 2.2462 -1.3938 -0.6358 0.05 0.25 0.05 0.27
H 1.5098 -2.0517 0.7177 0.01 0.15 0.19 0.25
H -0.4139 0.5795 -1.6352 -0.06 -0.19 -0.04 0.29
H 1.2550 0.5354 -1.4962 -0.07 -0.19 -0.47 0.27
S -0.9114 2.3611 1.3821 -0.29 -0.20 -0.43 -0.35
H -2.1721 1.8673 1.3400 0.25 0.26 0.05 0.19
H -0.9757 2.7830 0.0970 -0.05 0.01 0.36 0.17
```
Positions in Å, forces in eV/Å.

Summary:
E_HOMO = -13.66 eV
M = 94.163 g/mol
total charge = +1
Kohn-Sham gap = 10.20 eV
E_LUMO = -0.127 Eh
electronic energy = -16466.620 eV
relative energy (zero: lowest compared OMol25 entry of this formula, charge and spin) = 0.000 eV


# 3
DFT (ωB97M-V/def2-TZVPD) results for the ion CH8N5O with charge +1 in a non-equilibrium geometry.

XYZ file:
```
15
Properties=species:S:1:pos:R:3:forces:R:3:mulliken_charge:R:1
N 2.9082 -0.3651 0.0613 3.92 0.61 2.86 -0.24
C 1.7222 -0.1848 -0.3026 -3.72 -0.23 -4.18 0.05
N 0.8373 0.3733 0.4173 -1.13 1.05 1.24 -0.82
N -0.5019 0.4159 -0.0799 1.94 -0.01 -0.54 0.71
N -0.9613 1.7394 0.1808 -4.55 -0.74 -1.85 -0.53
O -1.1344 -0.5609 0.6455 -3.17 -2.72 0.00 -0.28
N -2.2414 -1.1753 -0.3391 2.35 0.91 0.87 -0.43
H 3.5224 -0.9899 -0.4128 0.48 0.06 -0.24 0.25
H 3.1819 0.1343 0.9209 0.26 -0.94 -0.50 0.28
H 1.5478 -0.4398 -1.3725 -0.38 -0.38 0.64 0.27
H -0.6645 -0.0099 -1.0749 0.22 1.85 1.08 0.52
H -2.0472 1.6619 0.3346 2.60 0.21 -0.80 0.29
H -0.6583 2.1913 1.0167 1.38 -0.65 0.87 0.33
H -2.4805 -2.1056 0.0117 1.12 -0.25 0.30 0.32
H -3.0303 -0.6848 -0.0068 -1.32 1.22 0.25 0.27
```
Positions in Å, forces in eV/Å.

Summary:
E_HOMO = -14.36 eV
M = 106.109 g/mol
total charge = +1
structure (SMILES) = N/C=N/[N@H+](N)ON
Kohn-Sham gap = 10.96 eV
E_LUMO = -0.125 Eh
electronic energy = -10652.324 eV
relative energy (zero: lowest compared OMol25 entry of this formula, charge and spin) = 3.650 eV


# 4
DFT (ωB97M-V/def2-TZVPD) results for an isolated molecule of CH8N6 in a non-equilibrium geometry.

XYZ file:
```
15
Properties=species:S:1:pos:R:3:forces:R:3:mulliken_charge:R:1
N 0.8812 1.9981 -0.1587 5.46 -0.42 0.37 -0.61
N -0.1611 1.1856 0.0521 -2.69 1.14 1.03 -0.26
C -0.1472 -0.0365 -0.1007 0.65 -2.47 -0.02 0.49
N 0.9785 -0.8915 -0.4030 0.04 0.80 0.18 -0.28
N 2.2278 -0.9602 0.4411 -1.89 0.27 -1.63 -0.48
N -1.3614 -0.8531 -0.1465 -1.08 -0.56 -2.32 -0.45
N -2.6990 -0.2106 0.2192 2.99 1.48 -0.03 -0.58
H 1.2019 2.4973 0.7535 -0.90 -1.24 -2.06 0.25
H 1.7705 1.3486 -0.5028 -2.44 2.25 1.29 0.30
H 0.4949 -1.7425 -0.6486 0.98 -0.87 0.38 0.27
H 2.9096 -1.3222 -0.2227 -0.02 0.24 0.14 0.25
H 2.1354 -1.6709 1.1518 -0.41 -0.18 0.25 0.24
H -1.4087 -1.1965 -1.2495 -0.35 1.20 3.67 0.26
H -2.8594 -0.4299 1.2781 0.87 0.96 -2.57 0.27
H -2.4239 0.8559 0.0153 -1.20 -2.61 1.33 0.32
```
Positions in Å, forces in eV/Å.

Summary:
E_HOMO = -8.19 eV
M = 104.117 g/mol
structure (SMILES) = NN=C(NN)NN
Kohn-Sham gap = 9.02 eV
E_LUMO = 0.030 Eh
electronic energy = -10102.629 eV
relative energy (zero: lowest compared OMol25 entry of this formula, charge and spin) = 3.236 eV


# 5
DFT (ωB97M-V/def2-TZVPD) results for a cluster of 2 separate species, CH8N6O in total in a non-equilibrium geometry.

XYZ file:
```
16
Properties=species:S:1:pos:R:3:forces:R:3:mulliken_charge:R:1
H 1.2132 -2.9421 -0.9839 0.30 0.68 0.19 0.25
N 0.4497 -2.2831 -1.1706 -0.54 -0.52 -0.08 -0.52
N 0.8614 -1.1624 -1.4473 -2.64 1.70 -1.66 0.14
N -0.3081 -0.3278 -1.8506 2.32 -2.44 0.65 -0.43
H -0.1918 0.6407 -2.1445 0.20 -0.75 0.24 0.28
H -1.1827 -0.8408 -1.8317 0.22 0.19 -0.25 0.26
N 1.0040 -0.0903 1.8735 -0.36 -0.33 -0.34 -0.75
N 0.9328 0.6138 0.6668 -1.54 0.38 -1.29 0.09
C -0.2783 1.1316 0.1068 2.87 3.11 2.46 0.69
N -1.3277 1.0720 1.0255 -0.98 -0.74 -0.32 -0.55
O -0.2232 2.0372 -0.7309 -0.20 -1.01 0.30 -0.70
H 0.2792 0.2829 2.4911 0.32 -0.04 -0.09 0.30
H 0.7783 -1.0760 1.6925 0.12 0.41 0.16 0.22
H 1.7876 0.9963 0.2696 -0.42 -0.34 0.26 0.22
H -2.0361 1.7762 0.8507 0.19 -0.18 -0.36 0.24
H -1.7583 0.1719 1.1828 0.15 -0.13 0.14 0.24
```
Positions in Å, forces in eV/Å.

Summary:
E_HOMO = -9.26 eV
M = 120.116 g/mol
structure (SMILES) = [H]/N=N/N.NNC(N)=O
Kohn-Sham gap = 10.00 eV
E_LUMO = 0.028 Eh
electronic energy = -12151.918 eV
relative energy (zero: lowest compared OMol25 entry of this formula, charge and spin) = 0.000 eV


# 6
DFT (ωB97M-V/def2-TZVPD) results for a cluster of 2 separate species, CH8NO in total in a non-equilibrium geometry.

XYZ file:
```
11
Properties=species:S:1:pos:R:3:forces:R:3:mulliken_charge:R:1
N 1.2945 -0.5254 -1.0395 -4.06 1.29 -0.49 -2.64
H 1.8766 0.1109 -1.5629 1.27 0.06 -0.12 0.81
H 0.4521 -0.7759 -1.7783 1.01 0.15 0.97 0.78
H 0.8028 0.0112 -0.2198 1.12 -0.37 -1.10 0.26
H 1.6021 -1.3822 -0.6512 1.43 -1.41 0.19 0.86
C -1.3406 0.2247 0.7246 2.81 -1.21 -0.41 -0.95
O 0.0803 0.7612 0.8570 -2.09 1.90 3.37 -0.26
H -1.8451 0.1276 1.6603 0.18 -0.52 0.82 0.25
H -1.1604 -0.7292 0.1406 -0.59 0.80 1.08 0.31
H -1.9585 0.8202 0.1329 -0.54 1.45 -1.17 0.37
H 0.1961 1.3571 1.7363 -0.54 -2.14 -3.15 0.22
```
Positions in Å, forces in eV/Å.

Summary:
E_HOMO (spin up / spin down) = -3.50 / -11.60 eV
M = 50.081 g/mol
<S²> = 0.75
Kohn-Sham gap (spin up / spin down) = 4.17 / 11.99 eV
spin multiplicity = 2
E_LUMO (spin up / spin down) = 0.025 / 0.015 Eh
electronic energy = -4700.141 eV
relative energy (zero: lowest compared OMol25 entry of this formula, charge and spin) = 1.073 eV


# 7
DFT (ωB97M-V/def2-TZVPD) results for a cluster of 2 separate species, CH8NO in total in a non-equilibrium geometry.

XYZ file:
```
11
Properties=species:S:1:pos:R:3:forces:R:3:mulliken_charge:R:1
C -1.2364 -0.0426 -0.0518 -1.44 5.29 -1.21 -0.75
N -0.1083 -0.0953 -0.9850 0.82 -2.85 0.00 -0.21
H -2.1597 -0.4066 -0.4249 -0.48 -0.74 -0.71 0.35
H -1.4606 1.1323 0.1024 0.63 -2.76 0.02 0.30
H -0.9807 -0.4666 0.8329 0.76 -1.28 2.51 0.29
H -0.1209 -0.9648 -1.5654 0.14 0.59 0.70 0.38
H -0.1131 0.6313 -1.6370 -0.07 1.72 -1.22 0.37
H 0.7837 -0.0624 -0.4261 -0.76 0.06 -0.08 0.29
H 1.4081 0.1939 2.1200 0.70 -0.12 -0.76 0.33
H 2.4504 -0.0244 0.8792 0.24 0.08 0.96 0.31
O 1.5375 0.1053 1.1557 -0.54 0.01 -0.22 -0.67
```
Positions in Å, forces in eV/Å.

Summary:
E_HOMO = -16.83 eV
M = 50.081 g/mol
total charge = +1
Kohn-Sham gap = 13.19 eV
E_LUMO = -0.134 Eh
electronic energy = -4697.429 eV
relative energy (zero: lowest compared OMol25 entry of this formula, charge and spin) = 0.615 eV


# 8
DFT (ωB97M-V/def2-TZVPD) results for a cluster of 3 separate species, CH8NO2 in total in a non-equilibrium geometry.

XYZ file:
```
12
Properties=species:S:1:pos:R:3:forces:R:3:mulliken_charge:R:1
C -0.8892 -0.7208 -1.9098 0.16 2.35 -0.89 -0.04
N -0.6421 0.5028 -1.5767 -1.31 -1.33 2.65 -0.15
H -0.7576 -0.8543 -2.9692 -0.96 -1.11 -0.38 0.28
H -1.2166 -1.4158 -1.1165 1.08 -0.05 -0.67 0.27
H -0.8484 1.4254 -1.9942 1.05 -1.00 -0.75 0.30
H -0.3864 0.5336 -0.5541 -0.22 1.21 -0.59 0.33
H 0.9615 0.4883 1.2193 -0.40 0.23 -0.32 0.40
H 1.7874 1.3877 0.2785 -0.09 0.12 -0.25 0.32
O 0.9380 0.9371 0.3400 0.59 -0.25 0.97 -0.67
H -0.3926 -0.8731 2.8085 -0.37 0.66 -0.12 0.32
H 1.0400 -1.0568 2.8458 0.46 0.50 -0.01 0.35
O 0.4061 -0.3543 2.6284 0.01 -1.34 0.37 -0.70
```
Positions in Å, forces in eV/Å.

Summary:
E_HOMO = -15.82 eV
M = 66.080 g/mol
total charge = +1
Kohn-Sham gap = 10.34 eV
E_LUMO = -0.202 Eh
electronic energy = -6743.864 eV
relative energy (zero: lowest compared OMol25 entry of this formula, charge and spin) = 1.463 eV